The following is a DFT calculation (wB97M-V/def2-TZVPD) of C8H7NS in the gas phase at a distorted geometry.

ORCA input file:
```
! wB97M-V def2-TZVPD RIJCOSX def2/J DEFGRID3
* xyz 0 1
C -3.76 -2.12 0.75
C -2.15 -1.47 -1.09
C -2.70 -1.76 0.06
C -1.06 -0.81 1.30
C -0.45 -0.33 0.23
C -0.93 -0.62 -1.16
C 0.85 0.33 0.61
C 0.66 0.87 2.00
N -4.64 -2.47 1.43
S -0.56 -0.20 2.84
H -2.72 -1.77 -2.07
H -0.02 -0.88 -1.89
H -1.17 0.32 -1.70
H 1.61 -0.40 0.54
H 1.12 0.92 -0.20
H 1.68 0.70 2.62
H 0.28 1.81 2.01
*
```

Computed properties:
M (g mol⁻¹): 149.22
Orbital gap (eV): 7.4
Energy above the lowest of the compared OMol25 structures with the same formula, charge and spin (kJ/mol): 382.0
DFT total energy (eV): -20729.2670

Atomic partial charges in e from the natural (NBO) method, atoms 1 to 5: atom 1 (C): 0.173, atom 2 (C): -0.150, atom 3 (C): -0.016, atom 4 (C): -0.106, atom 5 (C): -0.140